Entry 1:
# C34H61N6O3SSi4V

A structure of composition C34H61N6O3SSi4V (wB97M-V/def2-TZVPD, the OMol25 dataset).

Its total energy is -4386.84414 Ha. As for the net charge: -1. Its LUMO energy (spin up / spin down) is 2.4 / 2.4 eV. As for the expectation value of S²: 3.7615. Its relative energy (zero: lowest compared OMol25 entry of this formula, charge and spin) is 0.000 eV. The multiplicity is 4. The HOMO energy (spin up / spin down) is -4.07 / -4.25 eV.

```
110
Properties=species:S:1:pos:R:3:forces:R:3
V 0.0531 0.5388 -0.2332 0.1 0.1 -0.1
N -1.5719 1.0726 3.9777 0.0 0.0 0.0
C -2.9870 0.9457 4.3138 0.0 0.0 0.0
C -3.8674 1.2308 3.0998 0.0 0.0 0.0
C -3.9417 0.0972 2.0734 0.0 0.0 0.0
C -2.6170 -0.3123 1.4369 0.0 0.0 0.0
N -1.8987 0.7891 0.7935 0.0 0.0 0.1
H -0.9771 0.7613 4.7342 0.0 0.0 0.0
H -1.3188 2.0286 3.7488 0.0 0.0 0.0
H -3.2932 1.6061 5.1374 0.0 0.0 0.0
H -3.1614 -0.0808 4.6529 0.0 0.0 0.0
H -3.5155 2.1524 2.6220 0.0 0.0 0.0
H -4.8823 1.4434 3.4476 0.0 0.0 0.0
H -4.6382 0.3888 1.2788 0.0 0.0 0.0
H -4.3768 -0.7891 2.5493 0.0 0.0 0.0
H -2.7855 -1.0981 0.7005 0.0 0.0 0.0
H -1.9386 -0.7173 2.1846 0.0 0.0 0.0
H -1.6111 1.4453 1.5188 0.0 0.0 0.0
H -2.5005 1.3095 0.1599 0.0 0.0 0.0
O -0.3127 3.1674 1.9651 0.0 0.0 0.0
S -0.4612 3.8808 0.7121 0.0 0.0 0.0
O -1.6344 4.7214 0.6081 0.0 0.0 0.0
N -0.3078 2.8274 -0.4652 -0.1 0.0 -0.1
C -0.5982 3.2404 -1.7645 0.0 0.0 0.1
C -0.7598 4.5401 -2.2146 0.0 0.0 0.0
C -1.0013 4.8259 -3.5700 0.0 0.0 0.0
C -1.0755 3.8384 -4.5091 0.0 0.0 0.0
C -0.9153 2.4958 -4.1010 0.0 0.0 0.0
C -0.9284 1.4196 -5.0174 0.0 0.0 0.0
C -0.7387 0.1478 -4.5700 0.0 0.0 0.0
C -0.5653 -0.0633 -3.1894 0.0 0.0 0.0
N -0.5635 0.9066 -2.3054 0.0 0.0 0.0
C -0.7030 2.1943 -2.7388 0.0 0.0 0.0
C 0.9420 4.9754 0.5868 0.0 0.0 0.0
C 0.9111 6.1735 1.2883 0.0 0.0 0.0
C 2.0038 7.0237 1.2331 0.0 0.0 0.0
C 3.1152 6.6797 0.4725 0.0 0.0 0.0
C 3.1325 5.4869 -0.2349 0.0 0.0 0.0
C 2.0426 4.6287 -0.1820 0.0 0.0 0.0
H -0.7157 5.3630 -1.5193 0.0 0.0 0.0
H -1.1203 5.8615 -3.8647 0.0 0.0 0.0
H -1.2432 4.0599 -5.5557 0.0 0.0 0.0
H -1.0749 1.6285 -6.0711 0.0 0.0 0.0
H -0.7196 -0.6995 -5.2412 0.0 0.0 0.0
H -0.4125 -1.0584 -2.7949 0.0 0.0 0.0
H 0.0309 6.4299 1.8635 0.0 0.0 0.0
H 1.9887 7.9578 1.7806 0.0 0.0 0.0
H 3.9673 7.3466 0.4291 0.0 0.0 0.0
H 3.9949 5.2160 -0.8303 0.0 0.0 0.0
H 2.0475 3.6932 -0.7291 0.0 0.0 0.0
C 2.6775 2.0620 2.1219 0.0 0.0 0.0
C 1.7347 1.0101 2.6783 -0.1 0.0 0.1
C 2.4095 0.1636 3.7461 0.0 0.0 0.0
O 1.2299 0.1605 1.6362 0.0 -0.1 0.0
H 3.6379 1.6203 1.8486 0.0 0.0 0.0
H 2.8428 2.8543 2.8553 0.0 0.0 0.0
H 2.2472 2.5048 1.2288 0.0 0.0 0.0
H 0.8548 1.4972 3.0925 0.0 0.0 0.0
H 3.2448 -0.3914 3.3095 0.0 0.0 0.0
H 1.7110 -0.5520 4.1768 0.0 0.0 0.0
H 2.8054 0.7996 4.5415 0.0 0.0 0.0
C 2.2886 -2.4613 -2.7677 0.0 0.0 0.0
Si 1.6684 -3.3378 -1.2108 0.0 0.0 0.0
C 1.4911 -5.1489 -1.7603 0.0 0.0 0.0
C 3.0818 -3.3633 0.0561 0.0 0.0 0.0
Si -0.2428 -2.2539 -0.3647 0.0 0.0 0.0
Si -1.8797 -3.3611 -1.6632 0.0 0.0 0.0
C -2.1837 -5.1937 -1.2747 0.0 0.0 0.0
C -3.5992 -2.5627 -1.5322 0.0 0.0 0.0
C -1.5513 -3.3639 -3.5403 0.0 0.0 0.0
Si -0.6140 -3.4917 1.6118 0.0 0.0 0.0
C -2.4440 -3.6870 2.1097 0.0 0.0 0.0
C 0.0609 -5.2631 1.6141 0.0 0.0 0.0
C 0.1878 -2.6669 3.1097 0.0 0.0 0.0
H 3.2105 -2.9331 -3.1233 0.0 0.0 0.0
H 2.4951 -1.4066 -2.5832 0.0 0.0 0.0
H 1.5531 -2.5263 -3.5756 0.0 0.0 0.0
H 2.4647 -5.5139 -2.1054 0.0 0.0 0.0
H 0.7838 -5.2601 -2.5857 0.0 0.0 0.0
H 1.1609 -5.7925 -0.9433 0.0 0.0 0.0
H 4.0456 -3.2808 -0.4547 0.0 0.0 0.0
H 3.0760 -4.2997 0.6204 0.0 0.0 0.0
H 3.0138 -2.5311 0.7569 0.0 0.0 0.0
H -2.4860 -5.3529 -0.2384 0.0 0.0 0.0
H -1.2912 -5.7946 -1.4553 0.0 0.0 0.0
H -2.9833 -5.5724 -1.9203 0.0 0.0 0.0
H -4.0223 -2.6537 -0.5292 0.0 0.0 0.0
H -4.2881 -3.0501 -2.2301 0.0 0.0 0.0
H -3.5620 -1.4983 -1.7817 0.0 0.0 0.0
H -0.5100 -3.5741 -3.7931 0.0 0.0 0.0
H -1.8233 -2.4056 -3.9873 0.0 0.0 0.0
H -2.1727 -4.1301 -4.0145 0.0 0.0 0.0
H -3.0946 -3.9566 1.2762 0.0 0.0 0.0
H -2.8392 -2.7694 2.5497 0.0 0.0 0.0
H -2.5275 -4.4748 2.8657 0.0 0.0 0.0
H -0.4006 -5.8802 0.8426 0.0 0.0 0.0
H -0.1362 -5.7284 2.5858 0.0 0.0 0.0
H 1.1404 -5.2719 1.4489 0.0 0.0 0.0
H -0.1841 -1.6458 3.2225 0.0 0.0 0.0
H 1.2706 -2.6010 2.9879 0.0 0.0 0.0
H -0.0257 -3.2295 4.0247 0.0 0.0 0.0
N 3.0292 -0.0389 -0.3186 0.0 0.0 0.0
C 4.2015 0.1904 -0.9105 0.0 0.0 0.0
C 4.0321 1.0186 -2.0228 0.0 0.0 0.0
C 2.6622 1.2594 -2.0397 0.0 0.0 0.0
N 2.0787 0.6220 -1.0141 -0.1 0.0 0.0
H 2.0155 -0.1736 1.1245 0.0 0.0 0.0
H 5.1051 -0.2526 -0.5182 0.0 0.0 0.0
H 4.7786 1.3737 -2.7137 0.0 0.0 0.0
H 2.0747 1.8397 -2.7376 0.0 0.0 0.0
```
Forces are in eV/Å.



Entry 2:
# C14H17Cl2N2O5Os

A structure of composition C14H17Cl2N2O5Os at a distorted geometry (wB97M-V/def2-TZVPD, the OMol25 dataset).

Its total energy is -2039.13049 Ha. As for the net charge: +3. Its LUMO energy (spin up / spin down) is -12.0 / -12.0 eV. Its relative energy (zero: lowest compared OMol25 entry of this formula, charge and spin) is 1.607 eV. The HOMO energy (spin up / spin down) is -19.41 / -19.41 eV.

```
41
Properties=species:S:1:pos:R:3:forces:R:3
Os 0.9292 0.4426 0.9488 0.1 -0.5 0.1
Cl 0.4875 2.8146 2.0742 0.1 0.3 0.2
C 1.7050 2.3966 3.2756 -0.1 0.0 0.0
Cl 2.1647 0.6355 2.9017 0.0 0.1 0.0
H 1.3006 2.4139 4.2834 0.0 0.0 0.0
H 2.6088 2.9821 3.1388 0.0 0.0 0.0
O -0.9020 -0.1569 1.1529 -0.1 0.0 -0.3
C -2.0509 0.4660 1.2321 0.1 -0.1 0.2
C -3.1558 -0.2301 1.9024 0.0 0.0 0.0
C -3.7723 -1.0391 0.6980 0.0 0.0 0.0
C -4.0771 -0.2687 -0.6000 0.0 -0.1 0.0
C -2.8711 0.1476 -1.4734 0.0 0.0 0.0
C -2.1148 1.4012 -0.9977 0.0 0.0 0.0
N -2.3025 1.5188 0.4850 0.0 0.1 0.0
H -3.8876 0.4851 2.2822 0.0 0.0 0.0
H -2.8311 -0.8972 2.6956 0.0 0.0 0.0
H -4.6988 -1.4594 1.0888 0.0 0.0 0.0
H -3.1100 -1.8794 0.4802 0.0 0.0 0.0
H -4.7370 0.5837 -0.4064 0.0 0.0 0.0
H -4.6754 -0.9491 -1.2062 0.0 0.0 0.0
H -3.2230 0.3421 -2.4865 0.0 0.0 0.0
H -2.1848 -0.7020 -1.5460 0.0 0.0 0.0
H -2.5162 2.3200 -1.4178 0.0 0.0 0.0
H -1.0537 1.3794 -1.2375 0.0 0.0 0.0
H -3.2054 1.9282 0.7032 0.0 0.0 0.0
O 2.0418 2.2010 -2.7562 -0.2 0.3 0.4
C 2.2615 1.2391 -2.2204 0.8 -0.4 -1.7
O 1.3903 1.4186 -0.3985 -0.4 0.0 0.6
C 2.8705 -0.0493 -2.0564 -0.3 -0.2 0.5
C 4.2402 -0.2641 -2.2453 0.1 0.1 0.0
C 4.8207 -1.3985 -1.6828 0.0 -0.1 0.0
C 4.1005 -2.2112 -0.8128 0.0 0.0 0.0
C 2.7475 -1.9354 -0.6445 -0.1 0.1 0.0
C 2.0916 -0.9650 -1.3577 0.1 0.0 0.1
N 1.9930 -2.4652 0.4855 0.0 -0.1 0.0
O 1.1513 -1.6541 1.0404 -0.1 0.1 0.0
O 2.1498 -3.5425 0.9224 0.0 0.0 -0.1
H 4.8460 0.4467 -2.7941 0.0 0.0 0.0
H 5.8721 -1.5936 -1.8475 0.0 0.0 0.0
H 4.5852 -3.0007 -0.2500 0.0 0.0 0.0
H 1.0116 -0.9015 -1.3535 0.0 0.1 0.1
```
Forces are in eV/Å.



Entry 3:
# C16H60N16O14

A cluster of 14 separate species, C16H60N16O14 in total at a distorted geometry (wB97M-V/def2-TZVPD, the OMol25 dataset).

Its total energy is -2575.18283 Ha. As for the net charge: 0. Its LUMO energy is -0.1 eV. Its relative energy (zero: lowest compared OMol25 entry of this formula, charge and spin) is 0.000 eV. The HOMO energy is -8.87 eV.

```
106
Properties=species:S:1:pos:R:3:forces:R:3
C 0.4858 4.9770 1.6531 -1.8 -0.4 -0.8
O -0.4576 4.7197 0.9370 -1.1 -0.3 -0.7
N 1.5887 4.2934 1.7499 3.2 -2.3 -0.4
N 0.5603 5.9660 2.5100 -0.9 3.3 2.0
H 1.7688 3.5415 1.1000 0.4 0.2 0.1
H 2.3265 4.8966 2.0845 0.7 -1.1 -0.4
H 1.3372 5.9460 3.1551 -0.8 0.5 0.2
H -0.2506 6.5495 2.6580 0.4 -0.1 0.1
C 4.4001 0.2327 4.0451 1.6 -1.2 -6.1
O 4.9718 -0.4314 3.1673 0.5 -0.5 0.6
N 4.4327 0.0384 5.2780 0.9 -2.3 6.9
N 3.6769 1.2397 3.7293 -2.7 3.6 -1.8
H 3.5815 0.3265 5.7390 0.6 -0.6 0.8
H 4.9666 -0.7866 5.5115 -0.5 0.0 0.7
H 3.2537 1.7927 4.4608 0.0 0.3 -0.8
H 3.7050 1.4807 2.7489 -0.4 0.8 -0.1
C -4.8566 1.0555 -0.4560 -3.5 1.4 0.6
O -5.3748 1.9855 0.1422 -0.3 1.1 0.9
N -3.6815 0.6087 -0.2337 4.3 -1.8 -0.2
N -5.5300 0.3227 -1.3467 -1.7 -0.2 -1.4
H -3.5047 -0.1454 -0.8820 1.3 -0.4 0.7
H -3.1059 0.8546 0.5589 0.0 -0.2 -0.5
H -5.0941 -0.4454 -1.8367 -0.4 0.0 0.0
H -6.5119 0.5390 -1.4426 0.4 -0.1 -0.2
C -3.0642 -2.3144 -2.8002 -1.3 -0.4 0.7
O -3.8107 -1.6447 -2.1069 -0.2 0.6 0.5
N -3.3208 -2.7826 -3.9934 -1.5 0.0 -3.5
N -1.9476 -2.8637 -2.4371 3.0 -0.3 2.8
H -2.5251 -3.3128 -4.3188 -1.4 -0.3 -1.2
H -4.2735 -2.8197 -4.3266 0.5 0.0 -0.4
H -1.7081 -2.7580 -1.4616 0.9 -0.2 -0.3
H -1.4197 -3.3894 -3.1191 0.4 0.1 1.2
C 0.7037 -0.6247 -4.3566 0.7 -0.2 3.5
O 0.2453 -0.9370 -3.2564 -0.4 0.3 0.2
N 1.9821 -0.3155 -4.5303 2.2 0.3 -0.5
N 0.0042 -0.5385 -5.4287 -2.1 -0.3 -2.8
H 2.3054 -0.3374 -5.4870 0.6 0.5 0.5
H 2.5174 0.0883 -3.7750 0.1 -0.4 -0.2
H -0.9965 -0.6150 -5.3152 0.0 0.0 -0.7
H 0.5384 -0.4472 -6.2810 -1.2 0.2 -0.2
C -2.5901 1.6820 3.1019 -1.8 1.6 -2.7
O -1.9583 1.7285 4.0977 3.1 0.3 2.9
N -3.5590 0.8208 2.9345 -2.1 -3.1 0.3
N -2.5176 2.4938 2.0271 1.6 1.6 -0.6
H -4.2972 0.8896 2.2487 0.2 0.0 0.2
H -3.4748 0.0467 3.5778 -1.0 -0.2 -0.1
H -3.1822 2.4576 1.2675 0.0 0.4 0.3
H -1.7664 3.1686 2.0078 -0.3 0.2 -0.3
C 4.1319 1.1209 0.0376 0.7 -0.4 3.5
O 4.0687 2.1440 0.6786 -1.1 2.3 1.9
N 4.2365 1.0599 -1.2081 0.5 1.3 -8.4
N 4.2456 -0.0773 0.5170 -0.6 -3.4 2.9
H 4.3856 1.9408 -1.6793 0.1 -0.1 -0.2
H 4.5519 0.2040 -1.6416 -0.2 0.3 -0.1
H 4.4324 -0.8512 -0.1045 -0.3 -0.1 0.4
H 4.1175 -0.2267 1.5077 0.7 -0.3 0.1
C 1.6649 -4.3893 0.0035 0.5 -1.0 1.6
O 2.5495 -5.1610 0.2404 2.7 -2.1 -0.6
N 0.4987 -4.7355 -0.4809 -3.9 -0.9 -2.2
N 1.7374 -3.1483 0.4074 0.3 3.0 0.7
H 0.2725 -5.6470 -0.8524 0.7 0.0 0.5
H -0.3064 -4.2213 -0.1529 -0.1 0.2 0.0
H 2.6778 -2.8398 0.6085 -0.4 0.3 0.2
H 0.9796 -2.5074 0.2201 0.6 0.3 0.0
C 3.1239 -2.5492 -2.3193 0.4 -0.9 -1.1
O 4.3297 -2.0500 -1.7131 -0.7 0.7 0.0
H 2.2164 -2.0256 -2.0185 0.5 0.0 0.7
H 3.1010 -2.4572 -3.4052 0.6 0.4 -0.3
H 3.0478 -3.6298 -2.1987 -0.2 0.0 0.7
H 5.1132 -2.5566 -1.9394 -0.3 -0.4 -0.2
C 2.3926 3.2234 -2.6512 1.2 0.0 1.2
O 3.7914 3.6247 -2.4145 -1.2 -0.3 -0.3
H 1.6652 4.0056 -2.4341 0.2 0.3 -0.8
H 2.3543 2.7078 -3.6107 -0.4 0.5 -0.2
H 2.1443 2.4962 -1.8781 0.3 -0.3 0.0
H 3.9089 4.5767 -2.4540 -0.3 0.0 0.0
C -1.9734 1.8027 -3.8484 0.7 1.1 2.3
O -2.5215 1.4163 -5.0249 -0.8 -1.1 -2.3
H -0.8871 1.8901 -3.8683 0.4 -0.1 -0.1
H -2.3522 2.7873 -3.5740 0.0 0.1 0.4
H -2.2247 1.1041 -3.0504 -0.1 -0.1 -0.1
H -2.4531 2.1518 -5.6380 -0.1 -0.1 -0.1
C -2.6358 -2.7951 1.0327 -0.2 -0.3 -0.3
O -1.2889 -2.8792 0.6720 1.1 -0.4 0.4
H -2.8052 -3.6286 1.7144 -0.5 0.1 -0.2
H -2.8733 -1.8564 1.5332 -0.1 0.0 0.0
H -3.1367 -2.8822 0.0685 -1.2 -0.1 0.5
H -1.0351 -2.0937 0.1819 0.4 0.8 -0.1
C -1.4877 -1.5726 4.5061 -0.4 -0.7 0.9
C -2.6962 -1.3750 5.4756 1.1 1.7 -0.3
O -3.8509 -1.4195 4.6813 -1.0 -0.7 -0.6
H -0.6324 -0.9784 4.8277 0.0 -0.2 0.1
H -1.7201 -1.2430 3.4935 -0.3 0.1 0.2
H -1.2173 -2.6252 4.4226 0.2 0.0 0.0
H -2.5861 -0.3622 5.8630 0.0 0.4 0.0
H -2.8171 -1.9449 6.3968 0.5 -0.9 -0.4
H -4.6274 -1.1306 5.1663 0.0 0.0 0.2
C 0.4330 0.4661 1.3024 0.2 0.0 -1.5
C -0.0637 0.4060 -0.1465 0.8 1.5 -0.1
O -0.0404 -0.9200 -0.6038 -0.5 -0.5 0.5
H 1.4745 0.1477 1.2584 0.0 -0.3 0.3
H -0.1696 -0.2472 1.8646 0.1 0.4 0.5
H 0.4648 1.4978 1.6526 -0.6 -0.2 0.4
H 0.5793 0.9621 -0.8287 0.7 0.2 0.2
H -0.9906 0.9433 -0.3469 -0.7 -0.5 0.5
H 0.1293 -0.8851 -1.5481 0.0 -0.3 -0.8
```
Forces are in eV/Å.



M values, unit g/mol, following the record order: 797.3 554.4 700.8.